Molecular formula: C38H55BHfN10O2S5
Method: DFT, the ωB97M-V functional and the def2-TZVPD basis

```
! wB97M-V def2-TZVPD RIJCOSX def2/J DEFGRID3
* xyz 2 1
Hf 2.8731 -1.0881 -0.3742
C -1.1163 -3.6391 -1.0103
C -0.9795 -2.5791 0.1107
C -1.5112 -2.8192 1.2815
C -1.5690 -1.8591 2.2234
N -1.2291 -0.6431 1.8645
N -0.6526 -0.3251 0.6219
B -0.7359 1.2352 0.4294
N -2.2070 1.6660 0.8203
N -3.4594 1.4985 0.4031
C -4.3677 2.1069 1.0575
C -4.0341 2.9870 2.1276
C -2.7633 3.1438 2.5892
C -2.3944 3.7906 3.9073
C -1.7992 2.4715 1.8349
S -0.0791 2.4478 1.8736
C -5.8065 1.8090 0.7044
C -5.8729 1.1028 -0.6894
C -6.6376 3.1537 0.6485
C -6.3992 0.8815 1.8273
N -0.2207 1.7616 -0.9510
N -1.3007 2.0901 -1.6932
C -1.1735 2.7039 -2.8409
C 0.1065 3.0686 -3.2484
C 1.2194 2.7691 -2.4832
C 2.5843 3.2927 -2.7414
C 1.0484 2.1091 -1.1891
S 2.4076 1.5841 -0.3107
C -2.4187 2.9187 -3.7038
C -2.3472 1.7600 -4.7398
C -3.7245 2.8422 -2.9246
C -2.4136 4.2685 -4.4209
C -0.3635 -1.2877 -0.2516
S 0.5507 -1.0958 -1.6487
C -1.8697 -2.0081 3.7096
C -2.5050 -3.4112 3.8535
C -0.6612 -1.8664 4.5523
C -2.8814 -1.0206 4.2276
H -1.8535 -4.4003 -0.7745
H -0.2073 -4.2124 -1.0822
H -1.2117 -3.2415 -2.0171
H -1.8142 -3.8954 1.3737
H -4.8074 3.3929 2.7563
H -2.7726 4.8481 4.0370
H -1.2327 3.7658 3.8949
H -2.8018 3.1344 4.5986
H -5.6870 1.8365 -1.4485
H -6.9425 0.8111 -0.8675
H -5.2956 0.1872 -0.6770
H -6.3413 3.7846 -0.1742
H -6.5007 3.7303 1.6152
H -7.6919 2.9232 0.6522
H -5.8120 -0.0874 1.8568
H -7.3937 0.5255 1.5560
H -6.4601 1.4367 2.7858
H 0.2786 3.7238 -4.0836
H 2.5599 3.7842 -3.6907
H 3.3345 2.4440 -2.7444
H 2.7416 3.9809 -1.8996
H -2.5693 0.7977 -4.1883
H -1.3941 1.6472 -5.2516
H -3.1738 1.8259 -5.5784
H -3.7903 1.9922 -2.2916
H -4.5679 2.7701 -3.6292
H -3.7386 3.7610 -2.3220
H -1.5053 4.4127 -5.0438
H -2.6230 4.9970 -3.6864
H -3.2959 4.3100 -5.1370
H -1.9355 -4.2557 3.3385
H -3.5191 -3.4314 3.4503
H -2.5514 -3.6633 4.9109
H 0.1383 -2.4919 4.1746
H -0.9039 -2.1662 5.6022
H -0.0631 -0.9332 4.4934
H -3.7399 -0.9610 3.5506
H -2.3675 -0.0494 4.4067
H -3.3233 -1.3760 5.1577
C 2.8524 -3.2044 3.9198
C 2.8609 -2.9581 2.4387
S 2.3199 -1.3009 1.9755
C 3.2722 -3.8914 1.6048
C 3.5671 -5.3412 1.9465
S 3.3163 -3.4896 -0.1229
H 3.4708 -4.0904 4.1802
H 1.8397 -3.3691 4.2553
H 3.1868 -2.3693 4.4708
H 3.5091 -5.8484 1.0156
H 2.7942 -5.7492 2.6029
H 4.5103 -5.4934 2.4814
N 4.5368 -2.0324 -4.2074
C 3.6580 -2.4803 -3.2988
N 3.1367 -3.7056 -3.4007
O 3.3385 -1.7139 -2.3047
H 4.7524 -2.5521 -5.0637
H 4.8573 -1.1210 -3.9933
H 3.2771 -4.2781 -4.2000
H 2.5518 -3.9592 -2.6007
N 9.0911 -0.2497 -2.7464
C 7.8087 0.1891 -2.7162
O 7.3034 0.7152 -3.7004
C 7.1109 0.0842 -1.3547
C 7.7247 0.0317 -0.1225
C 6.9579 -0.2234 0.9988
C 5.6109 -0.5069 0.9004
N 5.0315 -0.3520 -0.2793
C 5.7547 -0.0989 -1.3638
H 9.6481 -0.2922 -3.5728
H 9.3274 -0.9076 -2.0521
H 8.8285 0.1996 -0.0461
H 7.4462 -0.2302 1.9199
H 5.0388 -0.8207 1.7351
H 5.2475 -0.0687 -2.3698
*
```

- E_LUMO: -5.087 eV
- Calculated total energy: -4242.5952 Ha
- Energy relative to the best compared isomer or geometry (same formula, charge and spin): 268.0 kJ/mol
- HOMO-LUMO gap: 7.13 eV

Mulliken population analysis, charges in e, atoms 1 to 6: number 1, Hf, carries 1.4006; number 2, C, carries -1.9320; number 3, C, carries 0.6043; number 4, C, carries -0.1612; number 5, C, carries -0.5870; number 6, N, carries -0.4226

---

Molecular formula: C38H55Br51N2O3S
Method: DFT, the ωB97M-V functional and the def2-TZVPD basis

```
! wB97M-V def2-TZVPD RIJCOSX def2/J DEFGRID3
* xyz 0 1
C 9.3254 -1.7032 1.5154
C 7.9075 -1.3825 2.0296
C 6.7999 -2.0970 1.2552
C 6.4376 -1.3202 -0.0042
C 5.4152 -0.2090 0.2324
C 4.0170 -0.5694 -0.2582
C 2.8782 0.1740 0.4634
C 1.8246 0.8032 -0.4732
C 0.3875 0.2859 -0.2751
C -0.6601 1.3652 0.0676
C -1.5479 0.9329 1.2310
C -2.7950 1.8064 1.4455
C -4.0851 0.9822 1.3135
C -5.2940 1.8654 1.2803
O -5.3814 2.8114 0.5637
O -6.2859 1.5666 2.1644
C -7.3227 0.7151 1.6123
C -8.4109 0.6244 2.6523
C -9.5018 -0.3920 2.2829
C -10.8158 0.2836 1.9188
C -11.9800 -0.7048 1.9178
S -13.2939 0.0386 0.9365
C -14.6513 -0.9554 1.3483
N -15.1185 -1.2705 2.5086
N -16.2345 -2.0595 2.2828
C -16.3572 -2.1378 1.0000
O -15.3847 -1.4744 0.3261
H 9.8767 -2.2643 2.2632
H 9.8693 -0.7842 1.3141
H 9.3024 -2.2770 0.5922
H 7.8409 -1.6609 3.0805
H 7.7550 -0.3062 1.9851
H 7.1774 -3.0788 0.9637
H 5.9443 -2.2763 1.9081
H 7.3612 -0.8937 -0.3976
H 6.0638 -2.0022 -0.7666
H 5.7348 0.6594 -0.3511
H 5.3997 0.1193 1.2693
H 3.8923 -1.6385 -0.0638
H 3.9450 -0.4604 -1.3314
H 2.4131 -0.5133 1.1672
H 3.3143 0.9650 1.0735
H 1.8498 1.8833 -0.3554
H 2.1302 0.5890 -1.4955
H 0.0413 -0.2490 -1.1576
H 0.4009 -0.4408 0.5357
H -1.2859 1.5037 -0.8129
H -0.1839 2.3210 0.2815
H -1.8652 -0.0862 1.0020
H -0.9513 0.8738 2.1397
H -2.7697 2.1790 2.4688
H -2.8184 2.6603 0.7759
H -4.0205 0.3892 0.4025
H -4.1183 0.3106 2.1674
H -7.6681 1.1770 0.6884
H -6.8854 -0.2661 1.4160
H -7.9361 0.3694 3.5966
H -8.8308 1.6206 2.7799
H -9.1727 -1.0127 1.4524
H -9.6738 -1.0155 3.1587
H -10.7445 0.7090 0.9145
H -11.0470 1.1103 2.5856
H -12.3053 -0.9056 2.9348
H -11.6590 -1.6501 1.4862
H -17.1251 -2.6470 0.4497
C 4.9290 -1.8488 -4.4293
Br 3.1429 -1.3658 -4.9518
Br 5.8207 -0.4298 -3.4896
Br 4.9688 -3.4615 -3.3798
H 5.4895 -2.0335 -5.3342
C -9.6881 6.2925 1.9930
Br -9.1200 6.6950 3.7852
Br -11.1915 5.0928 1.9846
Br -10.0529 7.8965 0.9970
H -8.8714 5.7843 1.5021
C 7.2559 3.0551 -4.5839
Br 7.8181 2.3503 -2.8876
Br 5.6112 4.0336 -4.4582
Br 8.6901 4.1005 -5.3222
H 7.0898 2.2187 -5.2481
C -8.5738 1.2446 6.9575
Br -8.1030 1.6377 8.7830
Br -10.1110 0.0922 6.8597
Br -8.8427 2.8602 5.9567
H -7.7470 0.7065 6.5159
C -2.2254 4.0814 -3.1861
Br -0.7165 5.1872 -2.7361
Br -1.7077 2.2389 -3.3783
Br -3.6455 4.2490 -1.9092
H -2.5971 4.4140 -4.1438
C 6.0421 -7.5164 -2.3361
Br 6.0013 -7.0469 -4.1996
Br 7.7307 -8.2869 -1.8295
Br 5.6101 -6.0188 -1.2051
H 5.2883 -8.2745 -2.1850
C 1.0080 -2.6541 -8.7384
Br 2.6486 -3.5788 -8.3501
Br 0.4437 -1.5592 -7.2635
Br 1.1445 -1.6409 -10.3682
H 0.2457 -3.4046 -8.8922
C -6.6908 -1.2475 10.8450
Br -6.3540 -2.0807 9.1422
Br -8.2282 -2.0120 11.7069
Br -5.1381 -1.2961 11.9796
H -6.9157 -0.2091 10.6517
C 7.3816 2.3476 4.0612
Br 8.4258 2.5333 2.4550
Br 6.9418 4.0575 4.8199
Br 5.8106 1.2808 3.7589
H 7.9924 1.8230 4.7812
C 12.4001 -1.8445 4.3327
Br 13.7622 -1.7307 5.6847
Br 11.8680 -0.1022 3.7178
Br 12.9443 -2.9675 2.8706
H 11.5338 -2.3022 4.7875
C -8.1821 9.9941 5.9034
Br -10.0735 10.2411 5.6726
Br -7.3627 11.5159 6.7448
Br -7.7945 8.3684 6.8570
H -7.7481 9.8971 4.9188
C -4.8432 -2.3193 5.2642
Br -6.1165 -3.4429 6.1622
Br -3.3819 -3.3489 4.5534
Br -5.6606 -1.2352 3.9045
H -4.4327 -1.6449 6.0023
C -3.3762 -2.7688 -9.1508
Br -2.5397 -1.1746 -9.8291
Br -2.3457 -4.3280 -9.6085
Br -3.7041 -2.6672 -7.2605
H -4.3345 -2.8574 -9.6412
C 12.3982 3.1024 -4.4227
Br 13.6875 4.5054 -4.6681
Br 13.0618 1.4054 -5.0364
Br 11.7895 3.0132 -2.6010
H 11.5380 3.3443 -5.0298
C 10.4620 -4.8728 -2.8805
Br 10.9366 -5.1721 -1.0408
Br 8.5796 -4.5439 -3.0731
Br 11.5122 -3.4641 -3.6637
H 10.6872 -5.7805 -3.4210
C 12.7131 -0.5693 -1.1991
Br 11.9181 -0.7224 0.5468
Br 14.5071 0.1187 -1.1130
Br 12.6354 -2.2363 -2.1551
H 12.1274 0.1466 -1.7589
C -0.8515 -2.8934 -13.0908
Br 0.4488 -2.0303 -14.2112
Br -2.6447 -2.6122 -13.7249
Br -0.4682 -4.7624 -12.8633
H -0.7851 -2.4380 -12.1118
*
```

- E_LUMO: -0.396 eV
- Calculated total energy: -133488.7085 Ha
- HOMO-LUMO gap: 7.77 eV

Mulliken population analysis, charges in e, atoms 1 to 6: number 1, C, carries -0.6884; number 2, C, carries 0.1860; number 3, C, carries -1.1640; number 4, C, carries -0.0245; number 5, C, carries 0.2976; number 6, C, carries 0.0692

---

Molecular formula: C38H56NO2Si2Sn
Method: DFT, the ωB97M-V functional and the def2-TZVPD basis

```
! wB97M-V def2-TZVPD RIJCOSX def2/J DEFGRID3
* xyz 1 1
Sn 1.2591 -0.8193 -0.8889
C -2.3787 5.1686 -1.4870
C -1.8417 5.2814 -0.0514
C -1.1884 6.6575 0.1051
C -3.0131 5.1988 0.9340
C -0.8562 4.1375 0.1371
C -1.2719 2.8342 0.0298
C -0.3502 1.7683 -0.0120
N -0.6067 0.4609 -0.1681
C -1.7505 -0.2335 -0.2959
C -3.0198 0.2442 -0.6659
C -4.1029 -0.5937 -0.7292
C -3.9378 -1.9296 -0.3065
C -2.7257 -2.4901 0.0117
C -1.5679 -1.6628 -0.0698
O -0.3720 -2.1214 0.0543
C -2.6330 -3.9363 0.4884
C -3.9475 -4.7047 0.3150
C -2.2698 -3.8986 1.9820
C -1.5567 -4.7149 -0.2752
C -5.4171 -0.0884 -1.2991
C -5.1376 0.3743 -2.7379
C -5.9507 1.0875 -0.4708
C -6.4956 -1.1732 -1.3412
C 1.0690 2.0543 0.1750
O 1.9138 1.0817 0.0919
C 1.4688 3.3935 0.4394
C 0.5118 4.3777 0.3731
C 2.8891 3.7189 0.8932
C 3.1774 5.2241 0.9065
C 3.9427 3.0658 -0.0078
C 3.0201 3.1752 2.3266
H -3.0696 5.9786 -1.7001
H -2.9045 4.2303 -1.6375
H -1.5610 5.2208 -2.2015
H -1.9256 7.4294 -0.0978
H -0.3722 6.7914 -0.5998
H -0.8225 6.8100 1.1171
H -3.6613 6.0576 0.7805
H -2.6604 5.2176 1.9619
H -3.6087 4.3015 0.7913
H -2.3248 2.6230 -0.0013
H -3.1194 1.2664 -0.9870
H -4.8134 -2.5488 -0.2485
H -4.7492 -4.2702 0.9061
H -3.8056 -5.7265 0.6615
H -4.2409 -4.7436 -0.7336
H -3.0933 -3.5030 2.5716
H -1.4032 -3.2642 2.1536
H -2.0457 -4.9011 2.3386
H -1.7278 -4.6405 -1.3469
H -1.5879 -5.7653 0.0091
H -0.5791 -4.3214 -0.0361
H -4.4066 1.1781 -2.7615
H -6.0481 0.7321 -3.2093
H -4.7526 -0.4556 -3.3254
H -5.2916 1.9506 -0.5148
H -6.0713 0.8022 0.5714
H -6.9216 1.3837 -0.8589
H -6.1739 -2.0277 -1.9316
H -7.3893 -0.7688 -1.8081
H -6.7666 -1.5047 -0.3414
H 0.8181 5.3928 0.5463
H 3.0303 5.6562 -0.0815
H 4.2148 5.3836 1.1913
H 2.5594 5.7488 1.6304
H 3.7765 3.3478 -1.0449
H 3.8938 1.9895 0.0778
H 4.9351 3.3988 0.2895
H 2.4463 3.7797 3.0255
H 4.0606 3.1924 2.6395
H 2.6463 2.1558 2.3930
C 4.7916 -0.1701 -1.5544
Si 4.3280 -1.1598 0.0211
C 4.6792 -0.2645 1.6777
C 5.1904 -2.8576 0.0188
C 6.5668 -3.0218 -0.0065
C 7.1163 -4.2922 0.0234
C 6.2934 -5.4058 0.0790
C 4.9180 -5.2499 0.0896
C 4.3620 -3.9799 0.0582
Si 2.4868 -3.6755 0.0298
C 1.7276 -4.3757 -1.5835
C 1.6657 -4.2288 1.6651
H 5.7731 0.2862 -1.4597
H 4.0796 0.6308 -1.7257
H 4.8093 -0.8027 -2.4378
H 5.6682 0.1895 1.6699
H 4.6500 -0.9708 2.5034
H 3.9644 0.5249 1.8829
H 7.2131 -2.1589 -0.0591
H 8.1876 -4.4160 -0.0047
H 6.7248 -6.3953 0.1005
H 4.2771 -6.1184 0.1120
H 1.5683 -5.4474 -1.5111
H 2.3677 -4.1995 -2.4434
H 0.7624 -3.9234 -1.7841
H 1.4843 -5.3010 1.6766
H 0.7083 -3.7385 1.7988
H 2.2913 -3.9939 2.5227
*
```

- E_LUMO: -4.899 eV
- Calculated total energy: -2479.9203 Ha
- HOMO-LUMO gap: 5.35 eV

Mulliken population analysis, charges in e, atoms 1 to 6: number 1, Sn, carries 0.5879; number 2, C, carries -1.4621; number 3, C, carries 2.0297; number 4, C, carries -2.3760; number 5, C, carries -1.5491; number 6, C, carries -1.0751